Here is a molecular structure, C16H18Cl3N5O2V at a distorted geometry from the Open Molecules 2025 dataset. Energies are from ωB97M-V/def2-TZVPD.

For the molecular weight, the calculation gives 469.66 g mol⁻¹. The maximum force is 1.549 eV Å⁻¹. Its energy above the lowest of the compared OMol25 structures with the same formula, charge and spin is 1.001 eV. Its energy is -3368.802538 Ha. Its multiplicity is 2. The HOMO energy (spin up / spin down) comes out at -0.5621 / -0.5626 Eh. Its total charge is +2.

Geometry as XYZ:
```
45
C16H18Cl3N5O2V, DFT ωB97M-V/def2-TZVPD
V 0.06552 2.30654 0.15646
O -2.53145 4.83258 -0.47581
C -2.07592 3.76360 -0.54555
O -0.65705 3.50927 -0.75032
C -2.71270 2.42336 -0.41040
C -4.08578 2.28881 -0.33320
C -4.57767 1.01781 -0.17768
C -3.70639 -0.08223 -0.20251
C -4.20526 -1.41214 -0.16179
C -3.36359 -2.46661 -0.30982
C -1.98256 -2.23868 -0.52860
C -1.46137 -0.97839 -0.52834
C -2.31137 0.13557 -0.33461
N -1.83184 1.42497 -0.34800
H -4.71713 3.16444 -0.38654
H -5.64232 0.84942 -0.07165
H -5.26965 -1.56406 -0.03748
H -3.74545 -3.47788 -0.29645
H -1.33617 -3.08388 -0.72696
H -0.42059 -0.82766 -0.76594
Cl 2.23472 3.59499 0.39464
C 2.24166 5.45759 0.54099
Cl 0.67404 6.16457 0.58431
H 2.78893 5.76543 -0.34125
H 2.77212 5.62719 1.46947
Cl -0.58176 2.88773 2.13226
C 2.85457 -2.94550 -1.57263
C 3.09100 -3.05790 -0.07048
C 1.87100 -3.61115 0.66072
C 3.56352 -1.74315 0.54258
N 2.49303 -0.70128 0.52716
C 1.52400 -0.47848 1.42767
N 0.77436 0.49311 0.96471
N 1.31828 0.82480 -0.21776
N 2.35769 0.12517 -0.49570
H 2.52704 -3.90510 -1.97088
H 3.76048 -2.65675 -2.10613
H 2.07522 -2.21444 -1.81003
H 3.93380 -3.73268 0.10074
H 1.69514 -4.64603 0.37008
H 0.96418 -3.05057 0.40851
H 1.99563 -3.60367 1.74752
H 4.39826 -1.30789 -0.00185
H 3.83691 -1.86631 1.58936
H 1.40497 -1.00453 2.36116
```

Here are the Löwdin charges for atoms 1 to 2, given in e: V 0.6198; O 0.2624